99
Properties=species:S:1:pos:R:3:mulliken_charge:R:1 method="wB97M-V/def2-TZVPD" charge=+2 e_homo_ha=-0.4681 max_force_ev_per_a=1.39 total_energy_ev=-125068.48934 lumo_energy_ev=-5.0526 e_above_lowest_kcal_mol=43.1 gap_ha=0.2825
Bi 11.501 12.403 11.954 2.009
O 12.401 11.244 9.716 -0.492
S 11.281 11.000 8.693 0.503
C 11.554 12.228 7.348 -0.374
C 10.197 12.519 6.707 -1.252
C 9.203 13.282 7.618 0.142
C 9.660 14.730 7.825 -0.887
S 10.368 15.128 9.471 0.138
O 11.088 13.833 9.850 -0.332
C 8.963 15.537 10.533 -0.590
C 8.471 14.560 11.584 0.650
C 7.020 14.776 12.037 -0.102
C 6.957 17.324 12.133 -0.992
C 7.659 17.655 11.045 -0.874
C 8.665 16.838 10.386 -0.310
C 11.753 9.489 7.888 0.516
C 10.763 8.703 7.338 -0.546
C 11.157 7.536 6.678 -0.783
C 12.498 7.174 6.639 -0.500
C 13.474 7.964 7.227 -0.808
C 13.111 9.147 7.841 -0.554
H 12.260 11.771 6.646 0.681
H 12.025 13.086 7.830 0.106
H 9.732 11.570 6.408 0.350
H 10.347 13.114 5.781 0.452
H 9.087 12.770 8.581 -0.368
H 8.256 13.299 7.076 0.576
H 8.862 15.450 7.670 0.605
H 10.486 14.996 7.141 0.567
H 8.342 12.495 11.723 -0.132
H 6.906 13.975 12.782 0.521
H 6.247 18.025 12.522 0.535
H 7.481 18.634 10.591 0.419
H 9.291 17.400 9.692 0.538
H 9.710 8.966 7.424 0.474
H 10.431 6.893 6.217 0.458
H 12.786 6.255 6.130 0.407
H 14.514 7.686 7.176 0.477
H 13.854 9.780 8.301 0.379
C 14.701 14.136 13.243 -1.088
P 13.911 13.658 11.668 0.789
C 13.732 15.198 10.695 -1.043
C 15.070 12.521 10.808 -0.416
C 15.305 11.210 11.588 -1.467
P 13.811 10.403 12.387 1.414
C 13.723 8.716 11.664 -1.445
C 14.425 10.152 14.105 -1.604
H 15.652 14.634 13.036 0.458
H 14.864 13.262 13.885 0.221
H 14.037 14.830 13.767 0.354
H 14.663 15.791 10.756 0.562
H 12.928 15.786 11.127 0.243
H 13.490 14.970 9.656 0.176
H 16.008 13.056 10.627 0.750
H 14.613 12.300 9.834 0.006
H 16.028 11.391 12.387 0.470
H 15.743 10.477 10.919 0.599
H 14.717 8.253 11.653 0.478
H 13.352 8.781 10.639 0.188
H 13.044 8.112 12.268 0.393
H 15.365 9.591 14.102 0.486
H 13.664 9.620 14.684 0.453
H 14.605 11.111 14.570 0.324
C 10.401 13.470 16.801 -1.069
N 9.541 12.775 15.880 0.413
C 8.155 12.743 15.959 -0.731
C 7.721 11.893 15.002 -0.529
N 8.855 11.385 14.336 0.765
C 9.978 11.928 14.912 -0.203
S 11.617 11.575 14.669 -0.506
C 8.813 10.285 13.426 -0.077
C 7.871 9.263 13.566 -0.944
C 7.936 8.184 12.685 -0.677
C 8.941 8.161 11.728 -1.181
C 9.798 9.240 11.657 -0.265
N 9.726 10.287 12.456 0.553
H 9.780 13.985 17.520 0.373
H 10.994 14.204 16.272 0.296
H 11.048 12.746 17.294 0.441
H 7.619 13.342 16.675 0.500
H 6.732 11.604 14.693 0.525
H 7.133 9.276 14.346 0.619
H 7.249 7.361 12.797 0.465
H 9.059 7.330 11.039 0.511
H 10.576 9.319 10.911 0.433
F 9.207 15.841 15.769 -0.136
C 8.880 16.593 14.687 -0.091
F 7.937 17.444 15.102 -0.325
F 9.959 17.337 14.421 -0.249
C 8.428 15.778 13.522 -0.685
C 7.039 16.021 12.891 0.039
C 6.284 14.272 10.818 -1.613
C 7.060 13.300 10.336 -0.269
N 8.372 13.211 10.988 -0.061
C 9.244 14.956 12.834 1.329
S 10.953 14.736 13.188 -0.616
H 6.261 16.009 13.648 0.884
H 5.309 14.529 10.451 0.576
H 6.812 12.639 9.523 0.597